(1)
33
Properties=species:S:1:pos:R:3:nbo_charge:R:1 method="wB97M-V/def2-TZVPD" s2=8.800 e_homo_ev="-17.29 / -19.40" mol_weight_g_mol=461.45 e_above_lowest_kcal_mol=43.2 orbital_gap_ev="6.61 / 3.80" total_charge=+3 multiplicity=6
O -0.5309 4.7985 -1.3021 -0.39
C -0.3387 3.7622 -1.7601 0.56
Ir 0.0907 -0.8865 -3.5504 0.74
C 0.1063 -1.6894 -1.8075 0.48
O 0.1125 -2.1452 -0.7377 -0.34
C -0.0697 -2.2503 -4.9030 0.44
O -0.1597 -3.0860 -5.7054 -0.19
C 1.7033 0.1275 -3.7803 0.48
O 2.6522 0.7900 -3.8774 -0.23
C -1.4471 0.2565 -3.6688 0.46
O -2.3940 0.9253 -3.7358 -0.24
H -0.1498 2.0782 -2.4015 -0.11
C 2.3848 0.5977 0.8548 -0.46
N 1.1647 0.2129 1.5205 -0.10
C 1.2989 -0.7121 2.6182 -0.26
C 0.0542 -0.6979 3.4651 -0.44
C -1.1581 -0.9098 2.5974 -0.26
N -1.1639 0.0412 1.5144 -0.10
C -2.4215 0.2324 0.8340 -0.46
C -0.0267 0.5183 0.9111 0.68
O -0.0745 1.1953 -0.1420 -0.54
H 2.1791 1.3944 0.1381 0.27
H 2.8373 -0.2544 0.3244 0.26
H 3.1076 0.9460 1.6027 0.29
H 1.4841 -1.7316 2.2357 0.27
H 2.1781 -0.4097 3.1968 0.28
H -0.0276 0.2608 3.9877 0.25
H 0.1120 -1.4906 4.2137 0.29
H -2.0838 -0.7660 3.1635 0.28
H -1.1634 -1.9403 2.2002 0.27
H -2.7054 -0.6660 0.2635 0.26
H -3.2036 0.4186 1.5804 0.29
H -2.3476 1.0800 0.1500 0.27



(2)
9
Properties=species:S:1:pos:R:3:nbo_charge:R:1 method="wB97M-V/def2-TZVPD" e_homo_ev="-10.93 / -10.93" mol_weight_g_mol=114.10 e_above_lowest_kcal_mol=110.3 orbital_gap_ev="9.19 / 9.19" total_charge=0 multiplicity=1
N -0.7916 -0.8647 0.9193 -1.04
N 1.0543 -0.3326 -1.0548 -0.32
O 0.2002 1.3573 0.7089 -0.93
O -1.3628 0.6371 -1.0959 -0.92
F 1.9314 -0.4578 0.0066 -0.25
S -0.2947 0.3252 -0.1232 2.30
H -0.5885 -0.4894 1.7672 0.40
H -1.7002 -1.2383 0.8473 0.42
H 1.5519 1.0631 -1.9755 0.34